Entry 1:
A cluster of 3 separate species, C7H17ClNOPS in total in a non-equilibrium geometry. Source: the Open Molecules 2025 dataset; level of theory: ωB97M-V/def2-TZVPD.

```
! wB97M-V def2-TZVPD RIJCOSX def2/J DEFGRID3
* xyz 0 1
Cl -3.13484 -0.64916 3.12281
H 1.22503 3.16623 -2.19927
C 1.99737 2.89436 -1.53184
C -1.72713 -1.77842 -1.50148
H 0.48821 1.26501 1.34520
C 1.68916 0.56069 3.09525
C 1.83373 1.37407 -1.34943
C -1.49338 -2.68648 -0.40994
N -0.77926 0.84675 2.77833
S -0.16254 -2.72341 0.51815
H 2.55777 1.07238 -0.57817
H -2.45441 -3.45497 -2.61980
H 1.71136 0.63416 4.19696
H 1.72084 -0.65075 2.98906
H 0.59231 2.32954 2.76816
H 2.64601 0.92230 2.70504
H 1.96590 3.57922 -0.67156
H 0.42930 0.13578 -0.94965
H -0.74588 -1.40274 -1.93591
H -2.63679 -1.94355 -3.56890
H -2.17452 -0.96164 -1.00586
C 0.53868 1.33243 2.43752
H -3.65646 -2.39541 -2.32360
O 0.48422 1.10384 -0.92740
P -1.19714 -0.59441 2.79570
H 2.27176 0.80154 -2.24035
H 2.88213 3.02362 -2.08236
C -2.59573 -2.34816 -2.60499
H -2.27571 -3.45283 -0.25166
*
```

gap between HOMO and LUMO: 8.433 eV
highest occupied orbital energy: -8.82 eV
energy: -1606.55473 Eh

Entry 2:
The ion C12H5Cl4O4S with charge -1 in a non-equilibrium geometry. Source: the Open Molecules 2025 dataset; level of theory: ωB97M-V/def2-TZVPD.

```
! wB97M-V def2-TZVPD RIJCOSX def2/J DEFGRID3
* xyz -1 1
C 0.71233 -0.29010 -3.53879
C 0.22263 2.20227 2.58060
O -0.21384 -2.98166 0.03568
C 1.39948 0.00583 2.70129
Cl -2.51049 -0.75558 1.80307
O 0.27608 3.42740 2.49230
H -2.59481 0.50674 -3.20895
Cl 2.88799 2.20802 3.08045
H -2.13414 -0.39663 -0.88947
C 1.43600 1.36558 2.80095
C -1.06268 0.10724 2.16077
H 1.93503 -1.13931 -1.95481
H 1.52403 -0.28173 -4.26767
C -1.60140 0.14569 -2.93778
C -0.08604 -0.80361 -1.33770
S 0.29743 -1.66156 0.32751
O 1.73374 -1.44671 0.31139
Cl -2.48193 2.38720 2.37541
O 0.13484 -1.97843 2.30464
H -0.75054 0.56224 -4.88636
C 0.16132 -0.69722 2.30574
C 0.95268 -0.78283 -2.24810
Cl 2.74085 -0.96854 3.10905
C -0.56302 0.17594 -3.88021
C -1.05678 1.44921 2.41133
C -1.35877 -0.35943 -1.65034
*
```

gap between HOMO and LUMO: 4.885 eV
highest occupied orbital energy: -3.85 eV
energy: -3000.14026 Eh

Entry 3:
A structure of composition C6H11Br13NPS in a non-equilibrium geometry. Source: the Open Molecules 2025 dataset; level of theory: ωB97M-V/def2-TZVPD.

```
! wB97M-V def2-TZVPD RIJCOSX def2/J DEFGRID3
* xyz 0 1
H 2.16383 1.74567 3.39591
C 1.92151 1.23309 2.43956
H 2.68289 0.43668 2.30280
Br 0.29676 -5.99976 -0.87068
Br -2.83066 -3.78090 -1.03752
C 0.62363 -4.09728 -0.73299
Br -2.22764 -1.60824 1.23434
H -4.32811 -2.80342 0.67907
H 1.74207 6.84238 0.96822
C 0.47427 0.62024 2.51171
Br 3.87681 7.96718 1.54096
H 0.26256 0.54238 3.60552
Br 1.78861 -3.46807 -2.14549
Br 1.28235 -3.60685 1.01952
Br 0.40494 -0.12579 -0.75201
C -2.40987 -2.31898 -5.26159
Br -1.68742 -4.11295 -5.18448
Br -4.32282 -2.32762 -5.55415
H 2.02799 1.97906 1.63294
H 0.43901 -0.42137 2.13245
N -0.56344 1.52862 1.96081
Br -3.21826 -4.54605 2.04970
Br 2.81200 5.04295 2.29836
H -1.46060 1.11617 2.22453
H -1.95867 -1.82879 -6.11526
H -0.33262 -3.59970 -0.86287
Br 3.20727 5.85956 -0.77484
C 2.76204 6.47989 1.00373
P -0.62859 1.64904 0.21850
C -3.29911 -3.13773 0.72614
S 0.59449 3.31033 -0.41620
H 1.83423 2.72455 -0.54260
Br -1.92945 -1.29429 -3.69408
*
```

gap between HOMO and LUMO: 8.662 eV
highest occupied orbital energy: -8.99 eV
energy: -34491.67840 Eh

Entry 4:
A cluster of 2 separate species, C24H24F2N3O4 in total in a non-equilibrium geometry. Source: the Open Molecules 2025 dataset; level of theory: ωB97M-V/def2-TZVPD.

```
! wB97M-V def2-TZVPD RIJCOSX def2/J DEFGRID3
* xyz 1 1
C -5.15096 -0.18733 0.75774
H -6.20092 0.13995 1.12142
H 1.34930 0.64486 5.21913
C 1.16955 1.26989 3.16255
H -1.60145 0.24495 3.32642
C -3.98931 -0.28801 1.81907
C 0.86926 -0.93828 3.67341
C -4.35334 0.05564 3.35413
F -1.84787 2.59999 2.46481
H 3.00356 0.28510 1.97691
C 2.44483 -0.89376 0.14703
C 2.28525 -1.75519 3.66727
H 1.12025 0.96073 -3.40201
H -1.63226 -1.62470 3.34814
H -1.08751 -1.31763 -0.31605
C -1.42697 -0.69708 2.67259
C 3.57336 -2.07720 3.68270
H 4.71226 -2.15287 3.90174
C 0.13023 -0.73481 2.22445
N 3.60485 -0.73284 -0.79191
O -0.02137 3.80011 1.70811
C -2.17499 -1.02347 -0.05164
H 2.74113 -1.76498 0.86681
H 2.72300 1.38416 0.51602
H -5.63902 -0.40110 -1.54686
H -0.79620 0.59149 -4.94661
H 1.43164 2.34507 3.47293
C 2.85333 -0.16971 -6.21164
C 0.43625 -0.09928 -6.61676
N -0.20467 1.47800 0.93757
C 1.82651 -0.36805 -7.04050
H -3.72969 -0.56563 4.11538
C -4.80907 -0.49456 -0.74977
H 1.45400 -1.18397 -0.36453
H -5.46251 -0.23632 3.56653
N 1.17323 0.42988 4.21883
H 0.23211 -1.54500 4.43022
C -2.48171 -0.69835 1.45883
C 0.22819 0.39896 -5.24075
H 3.87783 -0.36212 -6.50511
H 3.37767 -0.09830 -1.58051
H -4.18318 1.18586 3.57617
C -3.33875 -0.92867 -1.12913
C 1.25519 0.59711 -4.41282
O 3.58331 0.51135 -4.07899
C 2.29909 0.46487 1.06129
O -0.28484 1.13883 -1.47648
C -0.62551 2.69350 1.67418
C 0.18591 1.75533 -0.46421
H -3.09231 -1.14940 -2.22801
H 0.17531 -1.64679 1.51783
H 1.96216 -0.73187 -8.05157
C 2.64452 0.32837 -4.83629
C 0.81259 0.66121 1.67664
H 3.97211 -1.63970 -1.11726
F 1.12804 2.82350 -0.78630
O -0.50147 -0.28178 -7.37114
*
```

gap between HOMO and LUMO: 5.587 eV
highest occupied orbital energy: -10.92 eV
energy: -1593.16259 Eh

Entry 5:
The molecule C19H22N2O10S2. Source: the Open Molecules 2025 dataset; level of theory: ωB97M-V/def2-TZVPD.

```
! wB97M-V def2-TZVPD RIJCOSX def2/J DEFGRID3
* xyz 0 1
H -4.64163 1.08840 -0.61974
H -1.03726 0.59639 2.05202
S -3.51305 -1.41637 -1.32630
H -0.66027 3.26125 -2.05992
O 1.67696 2.54692 -0.94889
O -3.57930 0.02025 -1.54025
C 1.96774 -3.17913 2.21134
H -5.03121 2.57258 0.09701
C 0.44593 2.25798 -0.51170
O 1.81142 -2.55507 0.95288
H -5.53528 -1.92982 -0.50810
C 0.32099 1.47780 0.65892
C -1.93924 -1.78232 -0.59033
N -4.85733 1.59172 0.24035
H 4.48453 -0.76991 -1.90428
C -1.83161 -2.53916 0.56077
H 1.56310 -4.19519 2.21120
H 4.32482 0.93994 2.05187
H 3.39572 -0.54213 1.70381
C -0.94686 1.20127 1.16340
C 1.58138 -0.81551 -1.32855
H -2.72227 -2.91931 1.03142
O 2.65472 1.17902 0.87432
C 0.45263 -1.51786 -0.67242
O -3.82191 2.24531 2.40839
C 0.57989 -2.30631 0.49260
O -3.72688 -2.22090 -2.49171
H 1.38968 4.16346 -2.22927
O 1.30744 0.00476 2.22381
H 3.04285 -3.22384 2.37920
C -0.58512 -2.79222 1.09766
H 2.91421 3.25689 -2.34989
C 3.77228 0.39410 1.28051
H 1.41727 2.54300 -3.00171
C 1.83822 3.16610 -2.20894
H -0.51942 -3.37195 2.00335
O -3.66759 -0.08370 1.64870
H 3.44449 0.65260 -1.62956
C -2.07718 1.67599 0.54042
C -0.81481 -1.26953 -1.19316
O 1.41715 -0.01811 -2.22513
C 4.67227 0.10840 0.07508
S -3.64322 1.32236 1.32719
H 5.33564 -0.71332 0.34462
H -0.90668 -0.65451 -2.07481
C 1.46153 0.82234 1.34413
H -2.85282 2.76579 -1.13040
H 5.27628 0.98392 -0.16267
O 2.77392 -1.10113 -0.81033
C -0.72259 2.69568 -1.14498
C 3.85819 -0.25114 -1.17172
N -4.58842 -1.90339 -0.16589
H 1.49855 -2.58361 2.99825
C -1.96944 2.41624 -0.62088
H -4.48840 -1.29500 0.64832
*
```

gap between HOMO and LUMO: 9.056 eV
highest occupied orbital energy: -9.04 eV
energy: -2395.51737 Eh

Entry 6:
A structure of composition C6H7FeO5 in a non-equilibrium geometry. Source: the Open Molecules 2025 dataset; level of theory: ωB97M-V/def2-TZVPD.

```
! wB97M-V def2-TZVPD RIJCOSX def2/J DEFGRID3
* xyz 1 5
O -1.17543 2.75519 -2.61497
H -1.77321 0.38268 0.60552
H 0.85236 -2.21755 2.23359
O 2.88331 0.65761 0.34996
H -1.16457 -2.52253 0.63415
H -0.50903 -1.07387 2.37715
Fe 1.21216 1.52060 1.16073
O 0.06289 2.47749 -0.76397
C 0.30601 -1.41293 1.72082
H -0.13110 -1.00939 -1.62220
O -1.60704 1.07329 -1.35539
C -1.29095 0.17227 -0.35022
H -0.50058 3.40540 -2.85445
C -0.25173 -1.95188 0.40698
C -0.55208 -0.89979 -0.61875
C -0.85621 2.15850 -1.48856
H 0.48114 -2.65614 -0.01471
C 2.79275 -0.50692 0.67838
O 1.22132 -0.35204 1.51596
*
```

gap between HOMO and LUMO (alpha / beta): 8.518 / 8.222 eV
<S²>: 6.0068
highest occupied orbital energy (alpha / beta): -13.86 / -13.85 eV
energy: -1872.40215 Eh

> Which value of energy does entry 5 give?

-2395.51737 Eh

Please write out number 1 again, unchanged.
A cluster of 3 separate species, C7H17ClNOPS in total in a non-equilibrium geometry. Source: the Open Molecules 2025 dataset; level of theory: ωB97M-V/def2-TZVPD.

```
! wB97M-V def2-TZVPD RIJCOSX def2/J DEFGRID3
* xyz 0 1
Cl -3.13484 -0.64916 3.12281
H 1.22503 3.16623 -2.19927
C 1.99737 2.89436 -1.53184
C -1.72713 -1.77842 -1.50148
H 0.48821 1.26501 1.34520
C 1.68916 0.56069 3.09525
C 1.83373 1.37407 -1.34943
C -1.49338 -2.68648 -0.40994
N -0.77926 0.84675 2.77833
S -0.16254 -2.72341 0.51815
H 2.55777 1.07238 -0.57817
H -2.45441 -3.45497 -2.61980
H 1.71136 0.63416 4.19696
H 1.72084 -0.65075 2.98906
H 0.59231 2.32954 2.76816
H 2.64601 0.92230 2.70504
H 1.96590 3.57922 -0.67156
H 0.42930 0.13578 -0.94965
H -0.74588 -1.40274 -1.93591
H -2.63679 -1.94355 -3.56890
H -2.17452 -0.96164 -1.00586
C 0.53868 1.33243 2.43752
H -3.65646 -2.39541 -2.32360
O 0.48422 1.10384 -0.92740
P -1.19714 -0.59441 2.79570
H 2.27176 0.80154 -2.24035
H 2.88213 3.02362 -2.08236
C -2.59573 -2.34816 -2.60499
H -2.27571 -3.45283 -0.25166
*
```

gap between HOMO and LUMO: 8.433 eV
highest occupied orbital energy: -8.82 eV
energy: -1606.55473 Eh